(1)
A structure of composition C37H44IN4O3PPt at a distorted geometry, computed with ωB97M-V/def2-TZVPD.

Structure (ORCA input):
```
! RIJCOSX wB97M-V def2-TZVPD def2/J DEFGRID3
* xyz 2 1
Pt 0.8022 0.0757 -0.0190
N -3.5830 -0.1199 2.0981
C -3.3326 -0.8535 3.3670
C -3.2173 -2.3676 3.1029
C -1.9497 -2.7693 2.3316
N -1.9919 -2.3122 0.8970
C -0.7131 -2.1973 3.0208
C -0.7461 -0.6900 3.3340
N -0.4900 0.2330 2.1833
C -2.0591 -0.3489 4.0664
H -4.5062 -0.3641 1.7461
H -2.4151 -1.3485 0.9044
H -3.6232 0.8805 2.2781
H -4.1701 -0.6898 4.0502
H -4.1164 -2.7393 2.6013
H -3.1758 -2.8607 4.0741
H -1.8652 -3.8549 2.2985
H -2.5668 -2.9302 0.3281
H -1.0305 -2.3349 0.5040
H 0.1712 -2.4390 2.4333
H -0.6199 -2.7078 3.9812
H 0.0838 -0.5224 4.0217
H -0.0278 1.0530 2.5578
H -1.3730 0.5615 1.8151
H -2.1281 0.7313 4.2256
H -2.0291 -0.8118 5.0547
C 3.1236 -0.4185 1.6535
C 4.0361 0.4506 0.8011
C 5.3851 0.5700 1.5135
C 3.4219 1.8348 0.5682
C 4.3328 2.7567 -0.2620
O 3.5082 3.1765 -1.3618
C 2.3331 2.5629 -1.2700
N 2.1781 1.8115 -0.2379
C 1.3755 2.9118 -2.3346
C 1.7782 3.9312 -3.2081
C 0.9559 4.3803 -4.2226
C -0.3054 3.8282 -4.3819
C -0.7163 2.8183 -3.5318
C 0.1127 2.3381 -2.5182
P -0.6388 1.0147 -1.5213
C -2.0153 1.8989 -0.7333
C -3.3236 1.9086 -1.2083
C -4.2768 2.6965 -0.5772
C -3.9291 3.4811 0.5129
C -2.6203 3.4843 0.9822
C -1.6671 2.6929 0.3638
C -1.2750 -0.1727 -2.7195
C -2.4160 -0.9293 -2.4475
C -2.8733 -1.8521 -3.3728
C -2.1801 -2.0464 -4.5597
C -1.0163 -1.3328 -4.8115
C -0.5578 -0.4029 -3.8942
H 3.4732 -1.4498 1.6714
H 2.0952 -0.4244 1.2450
H 3.0589 -0.0440 2.6762
H 4.1728 -0.0249 -0.1755
H 5.2624 1.0586 2.4833
H 6.1093 1.1458 0.9394
H 5.8058 -0.4203 1.6825
H 3.1875 2.2803 1.5408
H 5.1973 2.2384 -0.6737
H 4.6678 3.6384 0.2788
H 2.7528 4.3739 -3.0772
H 1.3004 5.1606 -4.8872
H -0.9672 4.1800 -5.1614
H -1.7003 2.3866 -3.6638
H -3.6005 1.3257 -2.0765
H -5.2922 2.7067 -0.9509
H -4.6751 4.1041 0.9884
H -2.3450 4.1151 1.8175
H -0.6347 2.7025 0.7005
H -2.9619 -0.7675 -1.5247
H -3.7742 -2.4186 -3.1761
H -2.5493 -2.7548 -5.2889
H -0.4640 -1.5001 -5.7263
H 0.3542 0.1463 -4.0875
I 5.0237 -7.7688 -0.6598
C 3.8208 -6.0448 -0.7319
C 2.9517 -5.7738 0.3158
C 2.1774 -4.6266 0.2770
C 2.2831 -3.7431 -0.7938
C 3.1515 -4.0314 -1.8431
C 3.9140 -5.1861 -1.8194
C 1.5623 -2.4443 -0.7635
O 2.0048 -1.4705 -1.4098
O 0.5330 -2.3197 -0.0014
H 2.8802 -6.4508 1.1558
H 1.4947 -4.4074 1.0879
H 3.2210 -3.3447 -2.6758
H 4.5832 -5.4123 -2.6378
*
```

Properties
E_HOMO   -12.323 eV
LUMO energy   -6.45 eV
Electronic energy   -2638.9884 Ha
Energy relative to the best compared isomer or geometry (same formula, charge and spin)   9.98 kcal per mole


(2)
A cluster of 2 separate species, C18H28FN3O7 in total, computed with ωB97M-V/def2-TZVPD.

Structure (ORCA input):
```
! RIJCOSX wB97M-V def2-TZVPD def2/J DEFGRID3
* xyz 0 1
N -3.6166 3.6036 2.0880
C -3.1643 2.5595 1.9098
C -2.5698 1.2223 1.6755
C -3.7680 0.2463 1.8514
C -3.4952 -1.1753 2.2713
O -2.4550 -1.7744 2.1350
C -1.4877 1.0086 2.7732
C -0.9556 2.2591 3.4612
F 0.1434 1.8573 4.2452
C -1.9873 1.2365 0.1957
C -3.0331 1.8305 -0.6680
N -3.8494 2.2939 -1.3347
C -1.6816 -0.1688 -0.4166
C -0.2145 -0.6198 -0.4663
N 0.4564 -0.6629 0.8523
C -0.7755 2.1739 0.0969
O -0.4561 2.3364 -1.2717
C 0.7130 3.0883 -1.4693
O 1.8634 2.3426 -1.1873
C 2.5575 2.6254 0.0156
C 4.0230 2.9875 -0.2476
O 4.3684 4.2958 0.2004
H -4.3646 0.2330 0.9317
H -4.4306 0.6690 2.6107
H -4.3581 -1.6816 2.7439
H -0.6401 0.4743 2.3487
H -1.8804 0.3623 3.5579
H -0.5838 3.0090 2.7643
H -1.6792 2.7018 4.1455
H -2.2592 -0.9458 0.0672
H -2.0126 -0.1486 -1.4568
H -0.2388 -1.6276 -0.8830
H 0.3561 -0.0305 -1.1787
H 0.4682 -1.6246 1.1697
H 1.4355 -0.4569 0.6813
H 0.0627 1.7678 0.6614
H -1.0421 3.1528 0.5187
H 0.6760 3.9984 -0.8577
H 0.7196 3.3642 -2.5234
H 2.5114 1.7455 0.6657
H 2.1007 3.4568 0.5607
H 4.6870 2.2542 0.2196
H 4.2027 2.9688 -1.3198
H 4.2156 4.3447 1.1507
C 2.0708 -6.3504 -2.8641
C 1.4393 -5.1131 -2.2806
C 0.9780 -4.0713 -3.2720
O 1.0675 -2.8615 -2.5029
C 2.0383 -3.0458 -1.5695
O 2.5074 -2.1852 -0.8994
O 2.3995 -4.3476 -1.5242
H 2.5972 -6.9080 -2.0909
H 1.3055 -6.9948 -3.2956
H 2.7921 -6.0937 -3.6408
H 0.6266 -5.3802 -1.5990
H -0.0400 -4.2126 -3.6253
H 1.6564 -3.9889 -4.1241
*
```

Properties
E_HOMO   -9.434 eV
LUMO energy   0.40 eV
Electronic energy   -1493.4274 Ha


(3)
An isolated molecule of C6H11N5 at a distorted geometry, computed with ωB97M-V/def2-TZVPD.

Structure (ORCA input):
```
! RIJCOSX wB97M-V def2-TZVPD def2/J DEFGRID3
* xyz 0 1
H 2.8499 2.2928 1.4384
N 2.1287 1.9408 2.1618
C 1.4339 1.0797 1.3169
N 1.8716 0.5527 0.1611
N 0.2135 0.4021 1.9082
C 0.0587 -0.9884 1.6073
C -1.1494 -1.2439 0.5388
C -0.9188 -0.6443 -0.7645
C -1.8994 0.0683 -1.3551
N -1.4652 0.3438 -2.5208
C -0.1309 -0.0960 -2.6178
N 0.2379 -0.7462 -1.5442
H 2.3592 1.3683 -0.3516
H 1.2448 -0.2025 -0.3475
H -0.0139 0.5149 2.9131
H 0.9961 -1.3818 1.1672
H -0.0622 -1.5933 2.4736
H -1.4072 -2.3485 0.4566
H -1.9467 -0.7447 0.9927
H -2.9106 0.2507 -1.0590
H -1.9358 0.9167 -3.1444
H 0.4458 0.2590 -3.4309
*
```

Properties
E_HOMO   -7.964 eV
LUMO energy   0.56 eV
Electronic energy   -508.9405 Ha
Energy relative to the best compared isomer or geometry (same formula, charge and spin)   46.18 kcal per mole


(4)
A structure of composition C41H38N6PSnTe, computed with ωB97M-V/def2-TZVPD.

Structure (ORCA input):
```
! RIJCOSX wB97M-V def2-TZVPD def2/J DEFGRID3
* xyz 1 1
Sn 0.6971 -0.2304 -0.4107
N 3.0867 2.3828 2.6721
C 2.5225 1.3778 2.0072
N 2.0477 1.4663 0.8021
C 2.1210 2.6775 0.1324
N 1.7688 2.8102 -1.1061
N 1.2728 1.6407 -1.6600
C 0.9028 1.7416 -2.8753
C 0.2684 0.5965 -3.5466
C -0.0836 0.6446 -4.8825
C -0.6830 -0.4718 -5.4478
C -0.9027 -1.5892 -4.6609
C -0.5201 -1.5507 -3.3279
N 0.0490 -0.4803 -2.7854
C 2.6043 3.8563 0.8604
C 2.5588 5.1493 0.3287
C 3.0003 6.2197 1.0753
C 3.4990 6.0159 2.3658
C 3.5515 4.7504 2.9067
C 3.0971 3.6761 2.1469
H 3.4597 2.2168 3.5937
H 2.4775 0.4195 2.5155
H 1.0365 2.6848 -3.3977
H 0.1161 1.5352 -5.4647
H -0.9762 -0.4660 -6.4893
H -1.3595 -2.4814 -5.0657
H -0.6636 -2.4042 -2.6745
H 2.1703 5.2801 -0.6719
H 2.9598 7.2199 0.6656
H 3.8414 6.8587 2.9516
H 3.9310 4.5891 3.9093
N -0.4610 -2.4079 2.0214
C -1.6057 -2.4691 2.8701
C -1.6483 -3.3644 3.9331
C -2.7544 -3.4167 4.7663
C -3.8370 -2.5837 4.5311
C -3.7905 -1.6807 3.4775
C -2.6732 -1.5885 2.6481
P -2.5372 -0.3777 1.2587
C -1.6432 1.0094 2.0606
C -1.0086 0.9174 3.2951
C -0.3104 2.0074 3.8117
C -0.2297 3.1933 3.0957
C -0.8373 3.2860 1.8467
C -1.5285 2.1991 1.3331
C -4.2419 0.2909 1.1563
C -4.7506 1.2882 1.9900
C -6.0596 1.7269 1.8462
C -6.8780 1.1732 0.8698
C -6.3856 0.1783 0.0375
C -5.0726 -0.2531 0.1769
H 0.2649 -3.0404 2.3325
H -0.7050 -2.6528 1.0683
H -0.8114 -4.0340 4.0978
H -2.7745 -4.1217 5.5877
H -4.7130 -2.6311 5.1647
H -4.6372 -1.0291 3.3045
H -1.0801 0.0027 3.8710
H 0.1514 1.9317 4.7892
H 0.2896 4.0491 3.5106
H -0.7761 4.2074 1.2799
H -2.0114 2.2805 0.3636
H -4.1235 1.7201 2.7610
H -6.4439 2.4988 2.5011
H -7.8975 1.5194 0.7575
H -7.0203 -0.2552 -0.7248
H -4.6867 -1.0275 -0.4773
C 8.3035 0.0539 -3.4470
C 6.9801 -0.3003 -2.8196
C 5.8591 -0.5545 -3.5957
C 4.6470 -0.9466 -3.0331
C 3.4731 -1.2049 -3.9368
C 4.5612 -1.0825 -1.6436
Te 2.8543 -1.9709 -0.7494
C 5.6655 -0.7853 -0.8296
C 5.6215 -0.8628 0.6758
C 6.8550 -0.4015 -1.4396
H 8.2069 0.1981 -4.5227
H 9.0297 -0.7441 -3.2796
H 8.7174 0.9664 -3.0141
H 5.9270 -0.4550 -4.6745
H 3.7148 -0.9469 -4.9684
H 2.6206 -0.6070 -3.6202
H 3.1646 -2.2522 -3.9031
H 4.7275 -0.3760 1.0678
H 6.5011 -0.3817 1.1036
H 5.5974 -1.8975 1.0234
H 7.7142 -0.1801 -0.8132
*
```

Properties
E_HOMO   -9.528 eV
LUMO energy   -3.51 eV
Electronic energy   -2737.2494 Ha
Energy relative to the best compared isomer or geometry (same formula, charge and spin)   0.00 kcal per mole


(5)
An isolated molecule of C4H7ClO at a distorted geometry, computed with ωB97M-V/def2-TZVPD.

Structure (ORCA input):
```
! RIJCOSX wB97M-V def2-TZVPD def2/J DEFGRID3
* xyz 0 1
C 1.4012 0.1100 0.2358
C -0.1122 -0.0558 0.1658
C -0.6522 -1.1682 -0.7139
Cl -0.5542 -0.4701 -2.3843
C -0.8689 1.1016 0.5443
O -0.6275 0.1131 1.5265
H 1.7107 0.7461 1.1450
H 1.8970 -0.8414 0.4500
H 1.8653 0.4859 -0.6646
H -1.7280 -1.2789 -0.5941
H -0.0928 -2.0708 -0.6675
H -1.8688 1.2206 0.3255
H -0.3698 2.1079 0.6316
*
```

Properties
E_HOMO   -10.362 eV
LUMO energy   0.90 eV
Electronic energy   -691.9910 Ha
Energy relative to the best compared isomer or geometry (same formula, charge and spin)   34.46 kcal per mole


The highest electronic energy belongs to which entry? C6H11N5


What did the second record say?
A cluster of 2 separate species, C18H28FN3O7 in total, computed with ωB97M-V/def2-TZVPD.

Structure (ORCA input):
```
! RIJCOSX wB97M-V def2-TZVPD def2/J DEFGRID3
* xyz 0 1
N -3.6166 3.6036 2.0880
C -3.1643 2.5595 1.9098
C -2.5698 1.2223 1.6755
C -3.7680 0.2463 1.8514
C -3.4952 -1.1753 2.2713
O -2.4550 -1.7744 2.1350
C -1.4877 1.0086 2.7732
C -0.9556 2.2591 3.4612
F 0.1434 1.8573 4.2452
C -1.9873 1.2365 0.1957
C -3.0331 1.8305 -0.6680
N -3.8494 2.2939 -1.3347
C -1.6816 -0.1688 -0.4166
C -0.2145 -0.6198 -0.4663
N 0.4564 -0.6629 0.8523
C -0.7755 2.1739 0.0969
O -0.4561 2.3364 -1.2717
C 0.7130 3.0883 -1.4693
O 1.8634 2.3426 -1.1873
C 2.5575 2.6254 0.0156
C 4.0230 2.9875 -0.2476
O 4.3684 4.2958 0.2004
H -4.3646 0.2330 0.9317
H -4.4306 0.6690 2.6107
H -4.3581 -1.6816 2.7439
H -0.6401 0.4743 2.3487
H -1.8804 0.3623 3.5579
H -0.5838 3.0090 2.7643
H -1.6792 2.7018 4.1455
H -2.2592 -0.9458 0.0672
H -2.0126 -0.1486 -1.4568
H -0.2388 -1.6276 -0.8830
H 0.3561 -0.0305 -1.1787
H 0.4682 -1.6246 1.1697
H 1.4355 -0.4569 0.6813
H 0.0627 1.7678 0.6614
H -1.0421 3.1528 0.5187
H 0.6760 3.9984 -0.8577
H 0.7196 3.3642 -2.5234
H 2.5114 1.7455 0.6657
H 2.1007 3.4568 0.5607
H 4.6870 2.2542 0.2196
H 4.2027 2.9688 -1.3198
H 4.2156 4.3447 1.1507
C 2.0708 -6.3504 -2.8641
C 1.4393 -5.1131 -2.2806
C 0.9780 -4.0713 -3.2720
O 1.0675 -2.8615 -2.5029
C 2.0383 -3.0458 -1.5695
O 2.5074 -2.1852 -0.8994
O 2.3995 -4.3476 -1.5242
H 2.5972 -6.9080 -2.0909
H 1.3055 -6.9948 -3.2956
H 2.7921 -6.0937 -3.6408
H 0.6266 -5.3802 -1.5990
H -0.0400 -4.2126 -3.6253
H 1.6564 -3.9889 -4.1241
*
```

Properties
E_HOMO   -9.434 eV
LUMO energy   0.40 eV
Electronic energy   -1493.4274 Ha